1.
Below is a 2-piece molecular cluster, C3H10O2S2 overall, with properties calculated with ωB97M-V/def2-TZVPD.

Values from the calculation:
Expectation value of S² = 0.75
Highest occupied orbital energy (spin up / spin down) = -0.55 / -3.34 eV
E = -1067.12479 Ha
LUMO (spin up / spin down) = 3.06 / 3.05 eV

Geometry as ORCA input:
```
! RIJCOSX wB97M-V def2-TZVPD def2/J DEFGRID3
* xyz -1 2
C 0.00369 -0.76827 0.41631
C -1.52771 -0.69238 0.40142
O -2.06777 -1.11445 -0.82787
C 0.48984 -0.00689 -0.87295
S 0.81111 -0.83664 -2.41910
S 3.10600 -1.03019 -2.29397
H 0.39094 -1.78847 0.40693
H 0.44435 -0.14007 1.18636
H -1.82574 -1.34276 1.22645
H -1.89695 0.32706 0.51628
H -2.00046 -2.06805 -0.93405
H 1.40414 0.48974 -0.51332
H -0.19412 0.84869 -0.96968
H 3.07324 -1.81786 -1.21161
H 0.30107 3.34321 1.30203
H -0.46794 2.89601 2.45340
O -0.04368 3.70132 2.13337
*
```

natural (NBO) atomic charge list, values in e, 5 entries:
1. C -0.4433
2. C -0.0585
3. O -0.7205
4. C -0.5605
5. S -0.2331


2.
Below is a 2-piece molecular cluster, C3H10O3 overall, with properties calculated with ωB97M-V/def2-TZVPD.

Values from the calculation:
Highest occupied orbital energy = -10.08 eV
E = -345.94005 Ha
LUMO = 0.79 eV

Geometry as ORCA input:
```
! RIJCOSX wB97M-V def2-TZVPD def2/J DEFGRID3
* xyz 0 1
C 0.26485 -0.80850 -0.03922
O 1.43650 0.04429 -0.49352
C -0.70862 0.15117 0.74032
C -1.76545 -0.46202 1.77288
O -1.52352 -1.21512 2.92029
H 0.62835 -1.70236 0.50565
H -0.28680 -1.27905 -0.92921
H 2.35566 -0.25549 -0.29312
H -1.26976 0.60114 -0.06517
H -0.03783 0.90611 1.15416
H -2.50936 -0.98840 1.25189
H -2.19071 0.42008 2.20668
H -2.10764 -0.69429 3.56877
H 1.32764 1.39920 -4.50650
H 2.69377 1.56494 -4.36859
O 1.91851 2.01387 -4.09783
*
```

natural (NBO) atomic charge list, values in e, 5 entries:
1. C -0.0594
2. O -0.7709
3. C -0.4481
4. C -0.0531
5. O -0.7105


3.
Below is a 3-piece molecular cluster, C3H10O3 overall, with properties calculated with ωB97M-V/def2-TZVPD.

Values from the calculation:
Highest occupied orbital energy = -9.91 eV
E = -346.00671 Ha
LUMO = 0.81 eV

Geometry as ORCA input:
```
! RIJCOSX wB97M-V def2-TZVPD def2/J DEFGRID3
* xyz 0 1
O -1.24453 -1.83032 -0.43805
C -0.79465 -1.08838 0.40841
C 0.69236 -0.95181 0.61347
C 1.10824 -0.04565 1.74915
H -1.49147 -0.51038 1.04165
H 1.04772 -1.97762 0.74715
H 1.08128 -0.52947 -0.31382
H 1.03880 -0.52742 2.72137
H 2.15594 0.22316 1.65281
H 0.54672 0.87812 1.76878
H -0.78351 -0.98343 -2.23265
H -0.24748 -0.67812 -3.65103
O -0.29653 -0.33305 -2.75612
H -0.64217 3.50163 -0.29127
H -1.38568 2.29270 -0.86215
O -0.78505 2.56004 -0.15770
*
```

natural (NBO) atomic charge list, values in e, 5 entries:
1. O -0.5712
2. C 0.4708
3. C -0.5282
4. C -0.6147
5. H 0.1174


4.
Below is a 3-piece molecular cluster, C3H10O3 overall, with properties calculated with ωB97M-V/def2-TZVPD.

Values from the calculation:
Highest occupied orbital energy = -9.68 eV
E = -345.91195 Ha
LUMO = 0.52 eV

Geometry as ORCA input:
```
! RIJCOSX wB97M-V def2-TZVPD def2/J DEFGRID3
* xyz 0 1
C -2.29115 -0.77455 0.42295
O -2.66561 0.60426 0.95262
C -0.88698 -0.69138 -0.08446
C -0.20153 -1.81047 -0.65982
H -2.34916 -1.43784 1.28555
H -3.10850 -0.95966 -0.24100
H -2.15170 0.85119 1.72469
H -0.26517 0.09528 0.19815
H 1.05382 -1.77730 -0.68901
H -0.66071 -2.77073 -0.37423
H 1.31453 3.30849 0.13905
H 2.27935 2.54246 0.95796
O 1.89414 2.46754 0.05172
H 2.52779 -0.71882 -1.59388
H 2.65811 -0.57547 -0.10105
O 3.14392 -0.43420 -0.92662
*
```

natural (NBO) atomic charge list, values in e, 5 entries:
1. C -0.1200
2. O -0.7439
3. C -0.1718
4. C -0.4339
5. H 0.1870


5.
Below is a 3-piece molecular cluster, C3H10O4 overall, with properties calculated with ωB97M-V/def2-TZVPD.

Values from the calculation:
Highest occupied orbital energy = -10.68 eV
E = -421.26168 Ha
LUMO = 0.25 eV

Geometry as ORCA input:
```
! RIJCOSX wB97M-V def2-TZVPD def2/J DEFGRID3
* xyz 0 1
O -0.97748 0.14732 -1.74694
C -0.53196 0.25107 -0.64595
O -0.37459 1.44824 -0.03517
C -0.14613 -0.95476 0.20167
C 1.36095 -1.02328 0.62971
H 0.48797 1.40790 0.40030
H -0.48425 -1.85784 -0.29224
H -0.73862 -0.80033 1.11114
H 1.90563 -0.14804 0.27312
H 1.79864 -1.89269 0.15336
H 1.40809 -1.03081 1.71228
H 1.10247 3.86886 2.19220
H -0.41295 3.51115 2.15265
O 0.27062 3.96193 2.66124
H -2.03273 -2.81178 -2.56852
H -1.37630 -1.56094 -3.13986
O -1.25936 -2.51599 -3.05899
*
```

natural (NBO) atomic charge list, values in e, 5 entries:
1. O -0.5679
2. C 0.8018
3. O -0.6963
4. C -0.5259
5. C -0.6104


6.
Below is a 3-piece molecular cluster, C3H10O4 overall, with properties calculated with ωB97M-V/def2-TZVPD.

Values from the calculation:
Highest occupied orbital energy = -11.03 eV
E = -421.24214 Ha
LUMO = 0.30 eV

Geometry as ORCA input:
```
! RIJCOSX wB97M-V def2-TZVPD def2/J DEFGRID3
* xyz 0 1
O 1.27938 0.99004 0.16481
C 0.75504 -0.13538 0.28937
O 1.43300 -1.06822 1.01678
C -0.55230 -0.38108 -0.19922
C -1.09267 0.89833 -0.96346
H 2.27400 -0.72432 1.32073
H -1.21771 -0.62101 0.71663
H -0.75545 -1.36227 -0.69306
H -1.35581 0.63000 -2.00416
H -0.34428 1.54006 -1.12407
H -1.96085 1.44229 -0.59378
H 1.10910 -2.66534 -0.96851
H 1.36442 -3.37796 0.33681
O 1.00604 -3.57660 -0.61087
H -0.03818 2.30733 0.91555
H -1.35605 2.94953 1.42903
O -0.54770 3.15462 0.96742
*
```

natural (NBO) atomic charge list, values in e, 5 entries:
1. O -0.6279
2. C 0.7795
3. O -0.6973
4. C -0.5676
5. C -0.6036


In the order shown, the computed energy above the lowest of the compared OMol25 structures with the same formula, charge and spin values come out to 17.5, 46.7, 4.9, 64.3, 14.7, 26.9 kcal per mole.